1.
2 unconnected molecules or ions with the total composition C26H25N7O3 at a distorted geometry. Source: OMol25; level of theory: the ωB97M-V functional and the def2-TZVPD basis.

Positions of all 61 atoms, in Å:
C (2.1249, 2.7412, 3.1402)
O (2.7994, 1.5083, 3.0372)
C (3.6890, 1.4459, 1.9482)
C (4.5451, 2.4980, 1.6253)
C (5.4601, 2.3745, 0.6046)
C (5.5622, 1.2018, -0.1097)
C (4.7262, 0.1207, 0.1638)
O (4.8060, -1.1160, -0.4905)
C (6.0002, -1.3396, -1.2093)
C (3.7546, 0.2690, 1.1755)
N (2.8563, -0.8196, 1.4390)
C (1.4778, -0.9056, 1.3119)
C (0.5871, 0.1890, 0.9698)
C (-0.8288, -0.0605, 0.8909)
C (-1.7557, 0.8714, 1.2378)
C (-3.1661, 0.5967, 1.3306)
C (-3.9665, 1.3002, 2.2452)
C (-5.2970, 0.9938, 2.4027)
C (-5.8722, -0.0138, 1.6489)
C (-5.1098, -0.7110, 0.7296)
C (-3.7762, -0.4168, 0.5723)
O (1.0184, 1.3401, 0.7934)
N (1.1290, -2.1978, 1.6764)
C (-0.1873, -2.8188, 1.8412)
C (2.2807, -2.8916, 1.9940)
C (3.3327, -2.0529, 1.8561)
H (1.2684, 2.6159, 3.8018)
H (2.7858, 3.5077, 3.5453)
H (1.7695, 3.0245, 2.1482)
H (4.4977, 3.4069, 2.1951)
H (6.1182, 3.1963, 0.3771)
H (6.2875, 1.1217, -0.8971)
H (6.0396, -2.3897, -1.5011)
H (6.0181, -0.7241, -2.1086)
H (6.8650, -1.1191, -0.5825)
H (-1.1562, -1.0467, 0.6259)
H (-1.3973, 1.8157, 1.6081)
H (-3.5085, 2.0558, 2.8582)
H (-5.8873, 1.5245, 3.1312)
H (-6.9148, -0.2518, 1.7783)
H (-5.5618, -1.4899, 0.1369)
H (-3.2003, -0.9298, -0.1759)
H (-0.0885, -3.7237, 2.4350)
H (-0.8770, -2.1578, 2.3606)
H (-0.6043, -3.0946, 0.8759)
H (2.3050, -3.9175, 2.3192)
H (4.3674, -2.2691, 2.0581)
N (-3.4929, -0.4397, -6.5410)
C (-3.7600, -0.0603, -5.2720)
N (-4.9523, 0.4585, -4.9264)
C (-5.1299, 0.7432, -3.6462)
N (-4.3179, 0.6367, -2.6104)
C (-3.1194, 0.1351, -2.9343)
C (-2.7947, -0.2325, -4.2563)
N (-1.5340, -0.7107, -4.2704)
C (-1.1285, -0.6194, -3.0053)
N (-2.0389, -0.1351, -2.1652)
H (-2.6260, -0.8751, -6.8159)
H (-4.1655, -0.3586, -7.2877)
H (-6.1248, 1.0911, -3.4005)
H (-0.1318, -0.8949, -2.6830)

## Properties
- LUMO: -1.8 eV
- Energy relative to the best compared isomer or geometry (same formula, charge and spin): 115.8 kcal per mole

2.
15 unconnected molecules or ions with the total composition C22H76N29O16 at a distorted geometry. Source: OMol25; level of theory: the ωB97M-V functional and the def2-TZVPD basis.

Positions of all 143 atoms, in Å:
C (4.0387, 3.6490, -3.1034)
C (4.7056, 3.3201, -4.4865)
O (3.9263, 2.3432, -5.2359)
N (4.3384, 1.0499, -4.8891)
C (3.2487, 0.0392, -5.0497)
C (2.8208, -0.6889, -3.7436)
C (3.9903, -1.2030, -2.8507)
C (3.5331, -2.3039, -1.8486)
C (4.6219, -2.3920, -0.7178)
O (5.8341, -2.9905, -1.1673)
C (6.8547, -2.0297, -1.4429)
H (4.3321, 2.8493, -2.3842)
H (2.9444, 3.5300, -3.2430)
H (4.3142, 4.6448, -2.7297)
H (5.7725, 3.0282, -4.3893)
H (4.7021, 4.2671, -5.0562)
H (5.0803, 0.7973, -5.5562)
H (4.7362, 1.1072, -3.9421)
H (2.3515, 0.5803, -5.4198)
H (3.5091, -0.6728, -5.8579)
H (2.0901, -0.0929, -3.1576)
H (2.2510, -1.5869, -4.0667)
H (4.3442, -0.3278, -2.2452)
H (4.8664, -1.5453, -3.4428)
H (3.5048, -3.2825, -2.3651)
H (2.5226, -2.0778, -1.4266)
H (4.8250, -1.3905, -0.2706)
H (4.1991, -2.9976, 0.1127)
H (7.3147, -2.3145, -2.4148)
H (7.6134, -1.9514, -0.6413)
H (6.4445, -1.0049, -1.5953)
C (-0.6193, -1.6776, -1.5342)
O (0.4407, -2.1221, -1.9823)
N (-1.8220, -2.0090, -2.0733)
N (-0.6903, -0.8306, -0.4802)
H (-2.7008, -1.6608, -1.7309)
H (-1.8167, -2.6359, -2.8583)
H (0.1694, -0.5596, -0.0424)
H (-1.5616, -0.4689, -0.1190)
C (6.6850, 4.0840, -0.1590)
O (5.7617, 4.6813, -0.6938)
N (7.7601, 3.6182, -0.8574)
N (6.7164, 3.8379, 1.1789)
H (8.5285, 3.1290, -0.4388)
H (7.7727, 3.7875, -1.8450)
H (5.9429, 4.1715, 1.7234)
H (7.4626, 3.3532, 1.6394)
C (1.5911, 5.9034, -6.5251)
O (1.6689, 7.1057, -6.7083)
N (0.4060, 5.2632, -6.3396)
N (2.7031, 5.1007, -6.4913)
H (0.3233, 4.2783, -6.1894)
H (-0.4310, 5.8200, -6.3615)
H (3.5911, 5.5473, -6.6258)
H (2.6707, 4.1109, -6.3445)
C (-4.4139, -0.4026, 0.8140)
O (-3.5096, 0.3765, 0.4730)
N (-4.1923, -1.4886, 1.5853)
N (-5.7036, -0.2254, 0.4379)
H (-4.9178, -2.1257, 1.8697)
H (-3.2501, -1.6578, 1.8928)
H (-5.9101, 0.5705, -0.1389)
H (-6.4530, -0.8432, 0.7058)
C (-6.2967, -1.7287, -2.7942)
O (-6.9901, -0.7803, -2.4580)
N (-6.3924, -2.3030, -4.0267)
N (-5.3702, -2.2902, -1.9647)
H (-5.8356, -3.0810, -4.3246)
H (-7.0648, -1.9147, -4.6615)
H (-5.2745, -1.8898, -1.0454)
H (-4.7915, -3.0676, -2.2209)
C (-2.6877, -4.2798, 3.9165)
O (-3.4748, -3.5917, 3.2830)
N (-1.5404, -4.7707, 3.3695)
N (-2.8948, -4.6112, 5.2199)
H (-0.8819, -5.3359, 3.8696)
H (-1.3575, -4.5448, 2.4097)
H (-3.7310, -4.2653, 5.6524)
H (-2.2652, -5.1731, 5.7594)
C (-2.8919, 1.2659, 3.9746)
O (-2.1564, 0.3017, 3.7746)
N (-2.9072, 1.9390, 5.1581)
N (-3.7562, 1.7362, 3.0333)
H (-3.4966, 2.7277, 5.3398)
H (-2.2875, 1.6223, 5.8831)
H (-3.7823, 1.2558, 2.1410)
H (-4.3661, 2.5165, 3.1832)
C (0.0949, 3.6920, 6.8450)
O (-0.9884, 3.2489, 7.2031)
N (0.7482, 3.2159, 5.7473)
N (0.7402, 4.6884, 7.5020)
H (1.6338, 3.5654, 5.4364)
H (0.3036, 2.4778, 5.2309)
H (0.2916, 5.0712, 8.3128)
H (1.6333, 5.0497, 7.2154)
C (-7.5337, -2.3824, 4.0381)
O (-7.4224, -1.9820, 2.8838)
N (-8.5023, -3.2502, 4.4236)
N (-6.6892, -1.9845, 5.0310)
H (-8.6126, -3.5855, 5.3661)
H (-9.1431, -3.5635, 3.7191)
H (-5.9573, -1.3427, 4.7823)
H (-6.7611, -2.2976, 5.9804)
C (8.6236, -5.5108, -0.1097)
O (9.4886, -4.7437, -0.5117)
N (8.9137, -6.6097, 0.6436)
N (7.3035, -5.3244, -0.3833)
H (8.2233, -7.2507, 0.9833)
H (9.8788, -6.7736, 0.8621)
H (7.0611, -4.5193, -0.9392)
H (6.5753, -5.9348, -0.0664)
C (4.6370, 4.5369, 6.8860)
O (3.7099, 5.3195, 6.7247)
N (4.8500, 3.4718, 6.0598)
N (5.5283, 4.6649, 7.9028)
H (5.6004, 2.8182, 6.1759)
H (4.2083, 3.3459, 5.3005)
H (5.3997, 5.4378, 8.5301)
H (6.2940, 4.0373, 8.0562)
C (-3.1688, 4.2902, -5.9712)
O (-2.3484, 5.0494, -6.4720)
N (-2.8124, 3.2499, -5.1646)
N (-4.5048, 4.4248, -6.1787)
H (-3.4687, 2.6192, -4.7449)
H (-1.8357, 3.1220, -4.9866)
H (-4.8029, 5.1810, -6.7672)
H (-5.1954, 3.8179, -5.7803)
C (-10.9667, -2.4958, 7.2865)
O (-10.1453, -3.3686, 7.0358)
N (-10.6912, -1.1705, 7.1432)
N (-12.2213, -2.7818, 7.7279)
H (-11.3474, -0.4401, 7.3418)
H (-9.7746, -0.9252, 6.8174)
H (-12.4566, -3.7500, 7.8441)
H (-12.9101, -2.0858, 7.9392)
C (-0.0205, -3.7525, -6.3310)
O (-1.0023, -4.2089, -5.7713)
N (0.4561, -4.2559, -7.5033)
N (0.6811, -2.6946, -5.8225)
H (1.2601, -3.8964, -7.9799)
H (-0.0380, -5.0332, -7.9017)
H (0.3531, -2.3026, -4.9572)
H (1.4895, -2.3006, -6.2615)

## Properties
- LUMO: -2.9 eV
- Net charge: +1

3.
C6H7N in the gas phase at a distorted geometry. Source: OMol25; level of theory: the ωB97M-V functional and the def2-TZVPD basis.

Positions of all 14 atoms, in Å:
C (-1.2040, 0.7969, -0.3905)
C (-1.1019, 1.7956, 0.6471)
C (0.5514, -0.8409, 0.2969)
C (0.2177, 0.5490, -0.3285)
C (0.2572, 1.7466, 0.7254)
C (0.5757, -1.9290, -0.6248)
N (0.9743, -0.5814, 1.4259)
H (-1.9138, 0.0420, -0.6145)
H (-1.8929, 2.3377, 1.1872)
H (0.7166, 0.6237, -1.2632)
H (1.0225, 2.0805, 1.4197)
H (1.4432, -1.8488, -1.3127)
H (-0.3408, -1.9161, -1.2069)
H (0.6949, -2.8556, 0.0391)

## Properties
- LUMO (alpha / beta): 0.3 / 0.0 eV
- Energy relative to the best compared isomer or geometry (same formula, charge and spin): 127.9 kcal per mole

4.
A gas-phase ion, C5H8N5 (charge +1) at a distorted geometry. Source: OMol25; level of theory: the ωB97M-V functional and the def2-TZVPD basis.

Positions of all 18 atoms, in Å:
C (-2.1965, -1.0527, -0.2012)
C (-0.5127, -2.3892, 0.7067)
C (-0.8459, -1.1911, 0.1768)
C (0.0888, -0.0365, -0.0394)
C (2.5617, 0.4971, -0.5374)
N (-3.2118, -1.0114, -0.7274)
N (-1.8775, 2.6692, 0.4025)
N (-1.6887, 1.4607, 0.2584)
N (-0.3614, 1.2301, 0.0695)
N (1.3881, -0.3013, -0.2336)
H (0.5365, -2.5821, 1.0799)
H (-1.2264, -3.0695, 0.9211)
H (2.5859, 0.6420, -1.6159)
H (3.4167, 0.0696, -0.2089)
H (2.3585, 1.5954, -0.2100)
H (-2.8683, 2.7534, 0.5567)
H (0.2534, 1.9688, 0.1218)
H (1.5994, -1.2525, -0.5193)

## Properties
- LUMO: -5.2 eV
- Energy relative to the best compared isomer or geometry (same formula, charge and spin): 63.0 kcal per mole
- SMILES: [H]/N=N/N/C(=[NH+]\C)C(=C)C#N
- Net charge: +1